{
  "formula": "C4H9NO",
  "method": "ωB97M-V with the def2-TZVPD basis set",
  "homo_lumo_gap_ev": 10.605,
  "smiles": "C=CO.C=NC",
  "homo_ha": -0.3502,
  "relative_energy_kj_mol": 297.6,
  "e_lumo_ev": 1.08,
  "mol_weight_da": 87.12,
  "symbols": ["C", "C", "O", "H", "H", "H", "H", "C", "N", "C", "H", "H", "H", "H", "H"],
  "positions_angstrom": [[4.956, 0.363, 1.873], [5.395, -0.795, 2.320], [5.940, -0.884, 3.599], [4.492, 0.561, 0.917], [4.983, 1.228, 2.527], [5.423, -1.782, 1.882], [6.593, -0.184, 3.724], [-5.702, -0.583, -2.463], [-5.099, 0.496, -2.709], [-3.962, 0.847, -1.867], [-6.674, -0.710, -2.926], [-5.246, -1.426, -1.932], [-3.690, 0.039, -1.177], [-4.284, 1.693, -1.267], [-3.125, 1.135, -2.500]],
  "forces_ev_per_a": [[-0.4710, 0.4751, -0.4298], [0.5768, 0.0690, 1.1646], [0.2994, -0.2038, -0.1991], [0.1484, -0.4573, -0.1193], [0.1504, -0.0776, 0.0917], [-0.3888, 0.2001, -0.5156], [-0.3153, -0.0055, 0.0072], [0.3135, 0.0245, -0.8408], [-0.4185, 0.5054, 0.9100], [-0.1198, -0.6031, -0.4884], [0.0066, -0.3976, -0.1798], [-0.2285, 0.2002, 0.5446], [0.2058, -0.0327, -0.0907], [0.1399, 0.2238, -0.0191], [0.1011, 0.0795, 0.1645]]
}